The following is a quantum chemistry calculation of an isolated molecule of C16H27F3N2O5S, from the OMol25 dataset.

Results
E_tot = -1808.74042 Eh
Kohn-Sham gap = 9.30 eV
LUMO = 0.28 eV
HOMO energy = -9.02 eV
Multiplicity = 1
Net charge = 0

Geometry as XYZ:
```
54
C16H27F3N2O5S | the OMol25 dataset | ωB97M-V with the def2-TZVPD basis set
C 2.014 2.527 3.587
C 0.662 2.311 3.300
C -0.794 2.049 2.522
C -0.587 1.860 0.871
C -0.943 3.388 0.279
N -0.624 3.552 -1.187
C -1.881 4.214 -1.785
C -1.680 0.858 0.185
C -1.102 -0.270 -0.831
C -0.807 0.475 -2.252
O 0.535 1.017 -2.453
O 0.886 1.043 -3.714
C 0.127 -1.222 -0.250
C -0.377 -2.399 0.785
C -1.285 -1.920 2.053
C -2.902 -2.197 1.909
F -3.207 -3.433 2.724
F -3.746 -1.119 2.548
F -3.363 -2.504 0.537
N 0.699 -1.872 -1.481
C 1.472 -3.128 -1.310
C 2.771 -3.123 -0.329
C 4.183 -2.659 -1.096
S 1.312 0.020 0.591
O 1.600 -0.497 2.047
O 2.732 0.038 -0.104
O 0.808 1.635 0.506
H 3.109 2.957 3.793
H -1.410 3.052 2.722
H -1.427 1.194 3.006
H -2.049 3.705 0.568
H -0.215 4.109 0.881
H 0.187 4.213 -1.328
H -2.203 5.155 -1.131
H -2.744 3.428 -1.665
H -1.708 4.591 -2.879
H -2.357 0.440 1.073
H -2.440 1.521 -0.457
H -1.997 -1.033 -1.042
H -1.570 1.371 -2.451
H -1.004 -0.302 -3.127
H 1.840 0.704 -3.739
H -0.941 -3.203 0.105
H 0.520 -3.015 1.277
H -0.995 -0.813 2.296
H -0.951 -2.544 3.016
H -0.158 -2.185 -2.034
H 1.901 -3.400 -2.394
H 0.834 -4.098 -1.028
H 2.970 -4.258 -0.018
H 2.648 -2.539 0.682
H 4.635 -1.698 -0.583
H 4.988 -3.524 -0.951
H 4.038 -2.470 -2.243
```


The following is a quantum chemistry calculation of an isolated molecule of C24H29N5O3S, from the OMol25 dataset.

Results
E_tot = -1829.69255 Eh
Kohn-Sham gap = 8.77 eV
LUMO = 0.28 eV
HOMO energy = -8.48 eV
Multiplicity = 1
Net charge = 0
Energy relative to the best compared isomer or geometry (same formula, charge and spin) = 1.812 eV

Geometry as XYZ:
```
62
C24H29N5O3S | the OMol25 dataset | ωB97M-V with the def2-TZVPD basis set
C -4.363 -3.174 -1.433
C -4.133 -1.857 -0.708
C -3.132 -1.985 0.431
S -1.454 -2.386 -0.180
C -0.969 -0.813 -0.807
N -1.785 0.148 -0.587
C -1.489 1.392 -1.064
C -2.376 2.445 -0.824
C -2.080 3.698 -1.307
C -0.913 3.925 -2.036
C -0.034 2.895 -2.281
C -0.310 1.615 -1.794
C 0.606 0.511 -2.037
O 1.635 0.584 -2.678
N 0.208 -0.718 -1.482
C 1.055 -1.872 -1.706
C 1.884 -2.281 -0.485
N 2.777 -1.253 0.020
C 3.841 -0.924 -0.922
C 4.776 0.121 -0.316
O 5.324 -0.303 0.910
C 4.298 -0.605 1.822
C 3.373 -1.690 1.276
C -3.122 -0.738 1.328
O -4.031 0.057 1.330
N -2.100 -0.719 2.217
C -1.785 0.470 2.979
C -0.805 1.355 2.252
C 0.359 0.839 1.692
C 1.203 1.677 0.987
C 0.866 3.019 0.892
N -0.228 3.527 1.430
C -1.043 2.714 2.077
H -4.765 -3.923 -0.753
H -3.432 -3.555 -1.849
H -5.070 -3.035 -2.247
H -3.779 -1.092 -1.402
H -5.067 -1.494 -0.275
H -3.381 -2.852 1.054
H -3.270 2.238 -0.257
H -2.757 4.518 -1.118
H -0.699 4.916 -2.406
H 0.876 3.044 -2.841
H 0.423 -2.721 -1.983
H 1.705 -1.619 -2.546
H 2.440 -3.194 -0.768
H 1.201 -2.551 0.326
H 3.401 -0.501 -1.825
H 4.424 -1.824 -1.183
H 5.620 0.301 -0.984
H 4.227 1.064 -0.172
H 4.788 -0.948 2.735
H 3.712 0.300 2.044
H 2.579 -1.888 2.001
H 3.956 -2.618 1.135
H -1.348 -1.379 2.081
H -2.723 1.006 3.138
H -1.376 0.164 3.948
H 0.611 -0.208 1.795
H 2.091 1.285 0.516
H 1.495 3.720 0.359
H -1.935 3.173 2.482
```


The following is a quantum chemistry calculation of an isolated molecule of C4H6N2S2, from the OMol25 dataset.

Results
E_tot = -1061.82811 Eh
Kohn-Sham gap = 9.33 eV
LUMO = 0.03 eV
HOMO energy = -9.30 eV
Multiplicity = 1
Net charge = 0
Energy relative to the best compared isomer or geometry (same formula, charge and spin) = 2.396 eV

Geometry as XYZ:
```
14
C4H6N2S2 | the OMol25 dataset | ωB97M-V with the def2-TZVPD basis set
S 1.236 -1.810 -0.442
C -0.189 -0.854 0.253
C -1.301 -0.665 -0.770
N -1.316 0.276 -1.627
N -0.291 1.204 -1.661
C 0.439 1.339 -0.625
C 0.193 0.575 0.652
S 1.616 0.669 1.759
H 0.560 -2.940 -0.595
H -0.581 -1.427 1.068
H -2.134 -1.409 -0.750
H 1.164 2.110 -0.601
H -0.680 1.019 1.220
H 1.284 1.914 2.119
```


The following is a quantum chemistry calculation of a structure of composition C6H14ClFN3O6S2, from the OMol25 dataset.

Results
E_tot = -2209.27938 Eh
Kohn-Sham gap = 8.66 eV
LUMO = 2.32 eV
HOMO energy = -6.34 eV
Multiplicity = 1
Net charge = -1
Energy relative to the best compared isomer or geometry (same formula, charge and spin) = 0.000 eV

Geometry as XYZ:
```
33
C6H14ClFN3O6S2 | the OMol25 dataset | ωB97M-V with the def2-TZVPD basis set
O -5.671 -1.789 -3.627
S -4.832 -2.713 -2.932
O -5.425 -3.741 -2.140
F -4.114 -3.516 -4.116
N -3.622 -2.100 -2.151
S -2.840 -0.838 -2.705
O -3.597 0.372 -2.761
O -1.971 -1.143 -3.804
Cl -1.573 -0.601 -1.081
C 0.068 4.034 -1.185
C 0.058 2.885 -0.194
O -0.944 2.216 -0.023
N 1.213 2.618 0.471
C 2.474 3.307 0.361
H -0.922 4.090 -1.627
H 0.301 4.982 -0.695
H 0.802 3.865 -1.974
H 1.185 1.808 1.082
H 3.259 2.634 0.008
H 2.789 3.709 1.328
H 2.396 4.135 -0.339
C 0.586 -1.544 1.471
C 1.756 -0.921 2.188
O 1.986 0.281 2.176
N 2.581 -1.753 2.880
C 2.484 -3.190 3.017
H 0.019 -0.773 0.960
H 0.920 -2.275 0.734
H -0.071 -2.044 2.184
H 3.341 -1.279 3.340
H 2.370 -3.477 4.065
H 3.373 -3.683 2.620
H 1.622 -3.557 2.471
```


The following is a quantum chemistry calculation of a structure of composition C2H2Cl3I, from the OMol25 dataset.

Results
E_tot = -1755.51187 Eh
Kohn-Sham gap (spin up / spin down) = 7.82 / 7.20 eV
LUMO (spin up / spin down) = -0.69 / -1.36 eV
HOMO energy (spin up / spin down) = -8.51 / -8.56 eV
Multiplicity = 1
Net charge = 0
Energy relative to the best compared isomer or geometry (same formula, charge and spin) = 4.055 eV

Geometry as XYZ:
```
8
C2H2Cl3I | the OMol25 dataset | ωB97M-V with the def2-TZVPD basis set
C 0.356 -0.639 2.051
C -0.080 0.485 -1.647
Cl -1.415 0.935 -0.393
Cl -0.508 -0.803 -2.780
Cl 0.327 1.868 -2.605
I 1.288 -0.685 0.272
H 0.217 0.348 2.549
H -0.184 -1.508 2.554
```


The following is a quantum chemistry calculation of a cluster of 4 separate species, C12H31INO4 in total, from the OMol25 dataset.

Results
E_tot = -1129.16624 Eh
Kohn-Sham gap = 7.31 eV
LUMO = 2.98 eV
HOMO energy = -4.33 eV
Multiplicity = 1
Net charge = -1
Energy relative to the best compared isomer or geometry (same formula, charge and spin) = 1.464 eV

Geometry as XYZ:
```
49
C12H31INO4 | the OMol25 dataset | ωB97M-V with the def2-TZVPD basis set
I -6.874 7.837 -9.847
C -9.362 13.575 -13.865
O -8.788 12.486 -13.225
C -9.681 11.680 -12.545
C -8.956 10.596 -11.843
N -8.012 9.769 -12.503
C -8.594 8.902 -13.520
C -9.134 9.502 -14.865
O -8.290 10.714 -15.243
C -8.912 11.271 -16.425
H -10.297 13.314 -14.361
H -8.669 13.762 -14.686
H -9.444 14.419 -13.180
H -10.533 11.390 -13.159
H -10.204 12.224 -11.759
H -9.618 10.030 -11.188
H -8.409 11.044 -11.014
H -7.505 9.158 -11.878
H -9.313 8.222 -13.062
H -7.897 8.099 -13.761
H -10.200 9.703 -14.755
H -9.098 8.774 -15.675
H -9.154 10.485 -17.140
H -8.301 12.043 -16.895
H -9.849 11.748 -16.139
C -2.588 5.786 -9.534
C -2.879 5.708 -11.042
C -3.974 4.802 -11.377
O -3.443 6.928 -11.313
H -3.491 5.783 -8.924
H -1.969 6.657 -9.319
H -2.231 4.830 -9.151
H -1.976 5.605 -11.643
H -3.653 3.801 -11.088
H -4.160 4.742 -12.449
H -5.002 4.879 -11.023
H -4.318 6.830 -10.930
C -11.620 7.165 -8.571
C -10.798 8.167 -7.739
C -9.613 7.542 -6.924
O -10.127 8.908 -8.657
H -12.257 7.646 -9.314
H -12.207 6.642 -7.816
H -11.122 6.325 -9.055
H -11.438 8.683 -7.023
H -10.071 6.857 -6.210
H -8.914 8.155 -6.356
H -9.061 6.855 -7.565
H -9.214 8.678 -8.474
```


The following is a quantum chemistry calculation of an isolated molecule of C7H9N3O4, from the OMol25 dataset.

Results
E_tot = -737.27836 Eh
Kohn-Sham gap (spin up / spin down) = 5.78 / 7.81 eV
LUMO (spin up / spin down) = -1.66 / -0.50 eV
HOMO energy (spin up / spin down) = -7.44 / -8.31 eV
Multiplicity = 1
Net charge = 0
Energy relative to the best compared isomer or geometry (same formula, charge and spin) = 2.891 eV

Geometry as XYZ:
```
23
C7H9N3O4 | the OMol25 dataset | ωB97M-V with the def2-TZVPD basis set
C -1.823 -0.078 0.969
C -0.053 1.511 0.609
C 0.822 -1.552 0.192
C -1.438 -0.650 -0.372
C 1.166 0.919 0.257
C -2.479 -0.696 -1.426
C 2.257 1.728 -0.365
N -0.891 0.708 1.523
N -0.397 -1.486 -0.468
N 1.445 -0.391 0.565
O -2.879 -0.427 1.447
O -0.453 2.619 0.291
O 1.398 -2.627 0.333
O 2.764 -0.624 0.941
H -2.596 -1.696 -1.848
H -2.206 -0.019 -2.239
H -3.430 -0.364 -1.015
H 1.809 2.582 -0.866
H 2.826 1.126 -1.071
H 2.950 2.098 0.392
H -1.167 1.190 2.372
H -0.480 -2.264 -1.123
H 2.856 -1.606 0.903
```


The following is a quantum chemistry calculation of a cluster of 5 separate species, C26H66N4O9 in total, from the OMol25 dataset.

Results
E_tot = -1925.95808 Eh
Kohn-Sham gap = 8.89 eV
LUMO = 0.69 eV
HOMO energy = -8.20 eV
Multiplicity = 1
Net charge = 0
Energy relative to the best compared isomer or geometry (same formula, charge and spin) = 5.187 eV

Geometry as XYZ:
```
105
C26H66N4O9 | the OMol25 dataset | ωB97M-V with the def2-TZVPD basis set
C -15.933 -5.417 15.470
O -15.774 -4.173 16.123
C -15.124 -4.307 17.402
C -15.515 -2.988 18.078
N -14.638 -2.820 19.221
C -15.231 -1.825 20.063
C -14.199 -1.295 21.033
O -14.379 -0.281 21.710
C -13.263 0.191 22.444
H -15.048 -5.996 15.567
H -16.328 -5.242 14.461
H -16.761 -5.909 16.007
H -14.031 -4.402 17.284
H -15.530 -5.179 17.860
H -16.529 -3.049 18.329
H -15.281 -2.100 17.486
H -13.781 -2.420 18.817
H -16.049 -2.259 20.597
H -15.546 -0.877 19.506
H -13.280 -1.118 20.490
H -13.974 -2.124 21.645
H -13.622 0.969 23.063
H -12.577 0.725 21.787
H -12.758 -0.547 23.096
C -10.834 -10.775 20.915
O -11.445 -9.514 20.563
C -10.611 -8.365 20.466
C -10.418 -7.824 21.901
N -9.434 -6.761 21.824
C -9.486 -5.908 23.056
C -10.647 -4.979 22.877
O -10.737 -4.345 21.837
C -11.877 -3.546 21.671
H -10.036 -11.079 20.265
H -11.607 -11.500 20.946
H -10.417 -10.741 21.915
H -11.157 -7.564 19.876
H -9.753 -8.559 19.788
H -9.994 -8.632 22.538
H -11.372 -7.608 22.358
H -9.675 -6.125 21.021
H -8.479 -5.430 23.169
H -9.622 -6.544 23.907
H -10.532 -4.227 23.665
H -11.577 -5.513 23.157
H -12.812 -4.080 21.947
H -11.863 -3.124 20.677
H -11.725 -2.761 22.359
C -16.432 -8.101 18.035
O -15.134 -7.759 17.551
C -14.487 -8.838 16.880
C -13.538 -9.607 17.762
N -12.931 -10.663 16.957
C -12.324 -11.761 17.691
C -11.567 -12.681 16.754
O -10.527 -12.288 16.289
C -9.832 -13.143 15.444
H -16.339 -8.766 18.907
H -17.131 -8.534 17.308
H -16.866 -7.173 18.503
H -13.966 -8.451 15.968
H -15.139 -9.592 16.474
H -13.976 -9.922 18.693
H -12.738 -8.905 18.098
H -12.271 -10.185 16.377
H -13.022 -12.366 18.242
H -11.584 -11.425 18.422
H -12.148 -13.014 15.885
H -11.343 -13.472 17.378
H -8.873 -12.690 15.291
H -10.308 -13.307 14.404
H -9.658 -14.102 15.929
C -11.967 -6.361 16.906
O -11.510 -5.038 17.101
C -11.039 -4.708 18.410
C -9.510 -4.854 18.537
N -9.056 -4.001 19.650
C -7.733 -4.232 20.114
C -7.493 -3.358 21.328
O -6.349 -3.262 21.778
C -6.035 -4.236 22.744
H -12.255 -6.642 15.932
H -12.900 -6.484 17.374
H -11.223 -7.141 17.308
H -11.466 -5.308 19.146
H -11.327 -3.736 18.703
H -9.020 -4.652 17.624
H -9.295 -5.876 18.851
H -9.732 -4.029 20.481
H -7.030 -4.158 19.300
H -7.571 -5.281 20.407
H -8.179 -3.491 22.121
H -7.790 -2.387 21.056
H -6.540 -4.028 23.672
H -4.973 -4.109 22.965
H -6.191 -5.259 22.344
C -14.164 -7.508 20.755
C -13.968 -6.211 20.173
O -15.031 -5.351 20.572
H -13.531 -8.249 20.350
H -15.192 -7.908 20.768
H -13.889 -7.553 21.782
H -13.847 -6.185 19.136
H -13.047 -5.788 20.559
H -14.863 -4.501 20.221
```


What is the net charge in the third record? 0